(1)
DFT (ωB97M-V with the def2-TZVPD basis set) results for a structure of composition C34H42BN9ReS.

```
! wB97M-V def2-TZVPD RIJCOSX def2/J DEFGRID3
* xyz 0 2
Re -0.96642 -0.70725 -0.44977
S 0.92311 2.30138 0.98782
N 0.86039 -2.98798 0.48589
N -0.35863 -0.85906 2.72945
N -0.82107 0.61205 -2.03211
N -2.80357 0.29308 -0.45662
N -2.40384 -2.20776 -0.08148
N -1.04484 -0.32900 1.69207
N 2.73127 3.31017 -0.66629
N 0.35807 -3.18596 1.71399
N 3.52942 2.67659 1.40940
C -1.60342 0.80581 2.14372
C -4.56667 -2.56103 0.95626
C -0.80220 2.57706 -4.05260
C 0.07074 1.52162 -4.07647
C 0.05525 0.58136 -3.05137
C -4.33859 -3.95509 0.89791
C -1.29011 1.00918 3.47713
C 0.56089 -5.17015 0.73917
C -3.78394 3.51701 -2.05850
C 2.44876 2.80524 0.56167
C -2.88010 1.45402 -1.15802
C -2.77852 3.61781 -2.98565
C -2.25850 -3.51942 -0.18690
C -5.89458 -0.62458 1.44637
C 2.35619 -1.57084 -0.90248
C -5.73502 -1.98348 1.49954
C -0.49928 -0.07303 3.80222
C -3.79990 -0.30391 0.25775
C 2.74451 -0.08654 -0.99160
C -1.77951 2.62678 -3.03607
C -4.95960 0.21662 0.82629
C 2.15810 -2.15432 -2.31044
C 0.17177 -4.50278 1.88216
C 1.65627 3.64257 -1.58085
C -1.79435 1.59125 -2.07560
C 0.98172 -4.16676 -0.12793
C 3.55603 -2.26675 -0.24118
C 3.34867 1.90085 2.62535
C 1.07776 -1.61631 -0.01828
C -3.20699 -4.42887 0.29140
C -3.58556 -1.71625 0.40934
C 4.39023 3.83408 1.61720
C -3.86479 2.44783 -1.16570
C 4.02997 3.14801 -1.29227
B 0.45806 -2.17660 2.88995
H 2.78064 -1.63153 -3.04148
H 1.38450 -1.07876 0.89145
H 0.53577 -6.22715 0.55029
H -0.20751 -4.86561 2.81939
H -5.07671 -4.63069 1.31023
H 1.33440 2.76622 -2.15110
H 3.68634 0.02165 -1.53636
H 2.71522 2.42052 3.35212
H 3.40366 -3.33487 -0.08897
H 4.44467 -2.14919 -0.86488
H -5.15450 1.27431 0.83292
H 1.62111 -1.89276 3.03247
H 2.44887 -3.20454 -2.36428
H 0.01467 -2.76912 3.83570
H -1.57738 1.83416 4.10256
H -2.75254 4.43135 -3.69803
H -0.03031 -0.35088 4.73064
H 0.78620 -0.20431 -3.01815
H -3.01336 -5.48754 0.19548
H 5.42129 3.51239 1.77393
H 4.35627 4.50363 0.76388
H 0.80039 4.01752 -1.02761
H 2.88115 0.94686 2.39439
H 2.01311 4.40736 -2.27293
H -1.34037 -3.86118 -0.63792
H 4.67552 2.54205 -0.66118
H 2.87847 0.32504 0.00787
H -2.17180 1.43297 1.48302
H -0.78117 3.34718 -4.81194
H -4.55781 4.27336 -2.02592
H -4.71351 2.40654 -0.50956
H -6.77632 -0.17225 1.88266
H 1.32585 -4.22353 -1.14164
H 3.89709 2.63760 -2.24985
H 3.76447 -1.81757 0.73225
H 0.80955 1.42325 -4.86071
H 4.06108 4.39144 2.50194
H -6.48135 -2.62248 1.95142
H 1.98548 0.51942 -1.48220
H 1.11594 -2.08503 -2.62277
H 4.51291 4.11123 -1.48277
H 4.33284 1.72631 3.06178
*
```

As for the LUMO energy (alpha / beta): -0.309 / -0.108 eV. The calculation puts the energy above the lowest of the compared OMol25 structures with the same formula, charge and spin at 62.0 kcal/mol. As for the HOMO energy (alpha / beta): -5.338 / -5.838 eV. Its HOMO-LUMO gap (alpha / beta) is 5.029 / 5.729 eV.



(2)
DFT (ωB97M-V with the def2-TZVPD basis set) results for a cluster of 5 separate species, C34H43F10O14P in total.

```
! wB97M-V def2-TZVPD RIJCOSX def2/J DEFGRID3
* xyz 0 1
P -0.02515 -0.39124 -2.55092
F 2.94219 -1.00111 -2.51842
F 2.79764 -1.60910 -4.56778
F -5.55270 -4.19202 -3.54809
F -5.86228 -2.09357 -2.98335
F -4.77345 -4.74020 -0.98107
F -0.84655 -5.16735 0.03394
F -6.79352 -4.05487 -1.24558
F -5.31516 -2.72322 -0.40222
F 0.70415 -3.95937 0.92195
F 1.09145 -6.02195 0.41159
O 2.59370 -0.06932 1.33032
O -0.72915 0.93946 -3.01726
O -2.44910 3.18689 3.72412
O 1.07059 -0.61739 -3.70379
O -1.00406 5.14763 -0.29391
O -1.00099 -0.95310 4.95750
O -0.46217 6.65007 1.27655
O -1.33946 -2.81306 6.17156
O 6.02497 2.18596 -0.56533
O 4.21962 3.49195 -0.31036
O 0.50911 -0.37658 -1.19747
O 0.47573 -0.19090 2.02800
O -3.19894 2.07093 1.98640
O -1.10816 -1.54439 -2.68868
C 7.24020 3.43970 -2.14125
C -1.83562 -1.62830 -3.92910
C 1.93931 1.55774 2.89242
C -2.71639 5.98709 1.22292
C -1.12965 1.78270 -1.89847
C -5.14691 -3.19685 -2.71072
C 3.22718 2.02008 2.20726
C 5.32009 3.32972 -0.74797
C 3.76160 0.71437 1.64069
C -2.31067 2.28772 2.96071
C -2.29225 1.22614 -1.06751
C 1.53499 -3.88582 -3.99379
C -1.12157 7.29486 2.38117
C 7.34855 2.32300 -1.11215
C 6.15384 4.32478 -1.53233
C -1.03590 -4.21189 6.03433
C 0.87814 -4.51246 -1.39060
C -2.60279 7.27844 2.02896
C -0.91768 -4.45318 4.53439
C 0.78952 -5.50706 -2.36582
C 1.54070 0.35731 2.05582
C -3.64215 -3.00114 -2.87672
C 0.47884 -4.89609 0.00937
C -3.31724 -1.74772 -3.68801
C -0.93736 -2.14051 5.06420
C 2.09784 -1.52288 -3.41050
C -0.37607 -3.11235 4.04113
C -5.51772 -3.68274 -1.30162
C 1.30073 -3.22512 -1.69231
C -1.86927 0.81427 0.35013
C 1.13012 -5.18301 -3.67352
C -3.02069 0.79368 1.34296
C -1.33551 5.85472 0.61301
C 1.62713 -2.90520 -3.00758
H 8.03297 2.57226 -0.29853
H -0.28055 2.03847 -1.27700
H -1.49426 -0.20387 0.29718
H -0.10142 -4.41539 6.56210
H -0.72383 8.30114 2.49094
H 5.54724 4.82236 -2.28289
H -3.25117 7.31780 2.90171
H -0.72182 -2.86103 3.04342
H 7.65087 1.37370 -1.54705
H -1.05095 1.42664 0.71240
H 2.10602 1.22473 3.91834
H -1.64259 -0.80584 -4.61491
H -0.29034 -5.30684 4.28461
H -1.50343 -2.53781 -4.43245
H -1.90719 -4.62853 4.10949
H 2.98814 2.70211 1.39988
H -1.45445 2.71469 -2.34909
H -1.83248 -4.79141 6.49490
H 1.37840 -2.48907 -0.90493
H 6.89224 3.03380 -3.09188
H 3.92940 2.52000 2.87285
H 1.07568 -5.95710 -4.42278
H 0.71307 -3.07014 4.07850
H -3.80233 -1.76900 -4.66247
H 6.56235 5.05886 -0.83656
H -3.47400 6.04299 0.44661
H -3.25340 -3.88169 -3.37415
H 4.34387 0.85542 0.73705
H -3.05340 2.00131 -0.99052
H -2.89690 5.12068 1.86310
H 1.78281 -3.67884 -5.02148
H -2.83942 0.03261 2.10018
H 8.18431 3.95010 -2.31978
H -2.84281 8.13227 1.39283
H -1.45119 1.60699 2.99428
H -2.73657 0.37232 -1.57075
H 1.16061 2.31619 2.87228
H -3.94458 0.52769 0.83907
H -3.73570 -0.89472 -3.15896
H -0.90586 6.72797 3.28887
H 4.36308 0.16019 2.36719
H 0.48309 -6.51488 -2.13465
H -3.21520 -2.87532 -1.88420
*
```

As for the LUMO energy: 0.556 eV. As for the SMILES: O=COCCCCO[P@@](=O)(OCCCC(F)(F)C(F)(F)F)OC(F)(F)c1cccc(C(F)(F)F)c1.O=C1CCCO1.O=C1CCCO1.O=C1CCCO1.O=C1CCCO1. The calculation puts the energy above the lowest of the compared OMol25 structures with the same formula, charge and spin at 0.0 kcal/mol. As for the HOMO energy: -9.618 eV. Its HOMO-LUMO gap is 10.175 eV.



(3)
DFT (ωB97M-V with the def2-TZVPD basis set) results for a structure of composition C34H43Ge2NPRuS2.

```
! wB97M-V def2-TZVPD RIJCOSX def2/J DEFGRID3
* xyz 3 5
Ru -1.70969 -0.33665 -2.00825
Ge -0.48614 -1.11999 2.86469
Ge 1.96894 -0.16503 -0.35819
S -0.13115 0.20878 -3.74672
S 0.12700 1.13646 -0.78095
P 0.10831 1.91705 -2.72694
N -3.86074 -0.84802 -2.38723
C 1.18648 -2.83190 5.52341
C -2.00359 -4.57877 -1.48388
C -1.63213 -2.55429 2.11039
C 3.14699 4.49527 -2.56685
C -1.59941 -3.86977 2.84887
C -1.79377 -3.99883 -2.74990
C 4.41296 1.63615 -0.43137
C 1.89089 2.84833 -4.44371
C -1.20474 0.14426 4.19975
C 1.36776 -2.40445 4.19214
C -2.59316 0.77169 3.85317
C 1.67601 -1.08814 3.96014
C -1.30253 3.03569 -2.70761
C 1.39927 -1.81508 -1.31489
C 2.25311 3.55866 -2.11576
C -2.44951 -2.74663 -3.04534
C 1.43784 -1.94322 6.57037
C 1.35858 -0.63651 2.53387
C 1.60468 2.77972 -3.06342
C -2.52412 3.08091 -3.39455
C 2.15401 -3.08986 -0.89567
C -3.56248 -2.79360 -0.88049
C -1.07217 4.07450 -1.82518
C -2.94642 -4.02118 -0.60817
C 1.95394 -0.20812 4.98565
C -3.55853 3.92101 -2.95484
C 1.85272 -0.65116 6.30295
C 3.53862 0.63548 -1.21130
C -3.36242 -2.16011 -2.15430
C 2.23987 -0.35530 1.58557
C 2.83976 3.76782 -4.85538
C -2.07624 4.88442 -1.34634
C 3.42416 4.64622 -3.92751
C -3.33275 4.85987 -1.92780
H -4.18424 -2.22745 -0.16871
H -0.66533 -4.42795 2.67636
H 0.85401 -3.84722 5.81876
H -2.39520 -4.50299 2.47978
H -1.29858 -2.72249 1.05840
H -0.07981 4.28460 -1.37974
H 4.09800 -0.24943 -1.47468
H 3.26292 -0.13993 1.92436
H 3.56011 5.20499 -1.86649
H 3.27420 1.05417 -2.18864
H 3.99632 1.97411 0.50465
H -1.60005 -5.51162 -1.12993
H -1.24639 -0.48878 5.09764
H -4.72633 -0.65879 -1.86975
H 4.67349 2.42330 -1.06886
H 3.12988 3.84061 -5.85760
H 1.20193 -3.04805 3.34294
H 0.33879 -1.98624 -1.00944
H 5.27193 1.05007 -0.22496
H -1.91949 5.63354 -0.56799
H -3.07853 -4.48905 0.33887
H 1.27126 2.35720 -5.16022
H -2.60016 -2.03480 2.06446
H -4.06130 -0.66735 -3.37349
H 4.17320 5.37251 -4.20134
H -3.37349 0.01938 3.62154
H -0.43735 0.90017 4.33007
H 1.92075 3.58401 -1.10586
H -2.39732 -2.27915 -4.02932
H 1.40334 -1.67090 -2.38485
H -2.57196 1.50040 3.02797
H -4.54377 3.99214 -3.42646
H 2.04385 -3.17413 0.20603
H 3.19114 -3.00143 -1.08234
H -1.83657 -3.66248 3.90723
H 2.02794 0.04111 7.13650
H 2.29326 0.81882 4.77317
H -2.74200 2.40590 -4.20171
H -2.89033 1.36912 4.73000
H -4.11274 5.48717 -1.56350
H -1.12190 -4.41005 -3.49755
H 1.34574 -2.31397 7.59872
H 1.81055 -3.98478 -1.42239
*
```

As for the LUMO energy (alpha / beta): -8.407 / -9.907 eV. As for the HOMO energy (alpha / beta): -16.460 / -16.544 eV. Its HOMO-LUMO gap (alpha / beta) is 8.053 / 6.637 eV.



Respective max |F| values: 0.01030 0.02408 0.05256 hartree/bohr.